Entry 1:
Computed, not measured: a molecular structure, C16H32BeO2P2, with ωB97M-V/def2-TZVPD.

Computed properties:
Energy relative to the best compared isomer or geometry (same formula, charge and spin)   40.8 kcal per mole

Last column: Mulliken charge in e.
CARTESIAN COORDINATES (ANGSTROEM)
P 0.869202 1.380122 -1.834825  0.687
P 2.279577 -0.211244 0.928361  0.747
C -0.083859 0.385005 -0.597886  0.267
C 0.510359 0.269663 0.803937  -0.409
H -0.266373 -0.618495 -1.015518  0.631
H -1.047606 0.897068 -0.545632  -0.722
H 0.301416 1.159319 1.417520  0.615
H 0.062614 -0.594931 1.297955  -1.063
C 2.216723 -2.036847 1.050997  -1.484
H 3.238111 -2.377100 1.271805  0.430
H 1.938501 -2.453910 0.069662  0.341
H 1.507235 -2.367628 1.824301  0.432
C 2.924530 0.450524 2.482038  -1.253
H 2.370477 0.052003 3.345028  0.381
H 2.865040 1.548454 2.470124  0.373
H 3.981831 0.153810 2.548260  0.380
C 0.204778 0.888038 -3.441820  -1.415
H 0.624319 1.562018 -4.200360  0.397
H -0.891438 0.936075 -3.460149  0.341
H 0.539782 -0.132819 -3.669034  0.380
C 0.348616 3.094233 -1.506224  -1.271
H 0.689107 3.415299 -0.512828  0.400
H -0.743192 3.214627 -1.565749  0.379
H 0.823053 3.742687 -2.255609  0.401
Be 2.572618 0.187114 -1.191782  0.901
C -1.974069 -0.652849 2.162273  -0.163
C -1.725590 -1.832015 1.547789  -0.068
C -2.761721 -2.591244 0.783706  -1.007
C -3.655973 -1.730770 -0.158912  -0.812
C -3.019311 -0.508053 -0.748063  -0.216
C -3.143541 0.728864 -0.227515  -0.427
C -3.683135 1.027265 1.140444  -0.930
C -3.321371 -0.008435 2.250076  -0.981
C 3.584722 1.613807 -1.215451  -1.402
H -1.222478 -0.127444 2.761678  0.638
H -0.790263 -2.383427 1.679970  0.280
H -3.440563 -3.115055 1.476856  0.313
H -2.253118 -3.368851 0.195681  0.374
H -3.970758 -2.389789 -0.986363  0.459
H -4.556322 -1.431987 0.401133  0.308
H -2.526574 -0.672586 -1.713794  0.442
H -2.941081 1.626796 -0.828516  0.660
H -4.784055 1.098288 1.127400  0.316
H -3.318441 2.025600 1.435556  0.367
H -3.355341 0.544589 3.205706  0.429
H -4.098662 -0.787672 2.278665  0.362
H 4.313464 1.521825 -0.401285  0.287
H 3.109602 2.603272 -1.131321  0.365
H 4.130125 1.573267 -2.169241  0.190
O 4.926961 -2.198353 -0.900635  -0.586
C 4.441912 -1.344553 -1.624555  0.032
O 3.134416 -1.131366 -1.830049  -0.404
H 5.065744 -0.632207 -2.223807  0.309

Atoms 1-3, force components in eV/Å:
-0.188 -1.948 0.344
-0.438 -0.504 -1.472
-0.597 0.745 -0.319

Entry 2:
Computed, not measured: a molecular structure, C5H14ClFSb, with ωB97M-V/def2-TZVPD.

Computed properties:
DFT total energy   -27186.1557 eV
Charge   -1

Last column: Mulliken charge in e.
CARTESIAN COORDINATES (ANGSTROEM)
C 2.865953 -0.708456 0.410029  -1.132
C 2.102172 0.579342 0.662519  -0.517
C 1.176282 0.937557 -0.468360  -0.573
Cl 0.548512 2.623594 -0.199631  -0.291
Sb -0.459753 -0.541913 -0.922692  0.411
C -1.989142 0.590198 0.242457  -0.060
C -3.275820 -0.180269 0.419918  -1.227
F -1.473551 0.868234 1.525381  -0.342
H 3.537057 -0.629718 -0.442107  0.299
H 2.219455 -1.559637 0.254982  0.265
H 3.482466 -0.924278 1.279488  0.336
H 1.515282 0.464887 1.568683  0.274
H 2.827775 1.376408 0.797767  0.376
H 1.759353 1.023437 -1.377855  0.459
H -0.848448 0.345727 -2.411846  -0.106
H 0.775513 -1.480502 -1.797663  -0.156
H -0.082863 -1.404395 0.581630  -0.082
H -1.656207 -1.798535 -1.327161  -0.176
H -2.196187 1.527532 -0.266908  0.335
H -3.636289 -0.009413 1.429893  0.345
H -4.054550 0.154394 -0.258739  0.284
H -3.137008 -1.254196 0.300214  0.278

Atoms 1-3, force components in eV/Å:
0.279 -0.052 0.151
-0.144 -0.231 -0.080
-0.048 0.178 -0.123

Entry 3:
Computed, not measured: 13 unconnected molecules or ions with the total composition C4H31NO14S, with ωB97M-V/def2-TZVPD.

Computed properties:
⟨S²⟩   0.75
DFT total energy   -45634.0798 eV
2S+1   2
Charge   +1

Last column: Löwdin spin population.
CARTESIAN COORDINATES (ANGSTROEM)
O -0.548295 -2.278555 0.109324  0.001
C -0.446906 -1.071008 0.014714  0.000
N -0.112566 -0.518938 -1.178340  0.000
C 0.197601 0.801169 -1.488441  0.000
O 0.329768 1.031331 -2.672152  0.000
C -0.703622 -0.114996 1.121167  0.002
C -1.640898 -0.573708 2.211026  0.110
S -2.554822 0.762745 2.980470  0.789
H 0.276531 -1.208752 -1.814671  0.000
H 0.250367 1.498525 -0.655919  0.000
H -1.138732 0.745705 0.597300  0.000
H 0.198001 0.361855 1.497460  0.000
H -1.060710 -1.099260 2.978131  0.029
H -2.350018 -1.333867 1.845504  0.030
H -1.993372 1.708889 2.174619  0.033
H 0.186528 3.626731 -1.714331  0.000
H 0.967195 2.675462 -2.607997  0.000
O 0.931208 3.610558 -2.331193  0.000
H -0.278407 -3.641761 -3.062584  0.000
H -0.569261 -4.282586 -1.664993  0.000
O 0.128737 -3.997205 -2.265596  0.000
H -3.403701 -2.487829 -0.871385  0.000
H -2.446038 -2.736882 0.199438  0.000
O -3.408498 -2.770971 0.059698  0.004
H 1.432931 1.430744 2.742126  0.000
H 2.263711 2.164408 1.679775  0.000
O 1.468458 2.245115 2.211067  0.001
H -0.040834 2.824110 1.685850  0.000
H -1.277545 3.747242 1.660026  0.000
O -0.873384 3.014242 1.168574  -0.002
H 2.797280 -2.889665 -0.867665  0.000
H 1.357568 -3.282625 -1.423352  0.000
O 1.846390 -2.745739 -0.744807  0.000
H 3.143531 1.286358 -0.393023  0.000
H 2.427598 -0.067627 -0.331927  0.000
O 2.354383 0.847413 -0.030246  0.000
H 3.226691 2.284709 -2.280371  0.000
H 2.577279 3.470506 -1.557918  0.000
O 3.392678 2.921906 -1.580344  0.000
H -2.127340 -0.472284 -3.160868  0.000
H -3.029473 -0.432267 -1.794314  0.000
O -2.768092 -0.892701 -2.588505  0.000
H -3.446248 2.107643 -1.812612  0.000
H -2.376961 2.392552 -0.735547  0.000
O -2.617034 1.798444 -1.444524  0.001
H 1.204815 -1.085580 3.710980  0.000
H 2.522088 -0.746465 3.171143  0.000
O 1.728159 -0.323379 3.495681  0.000
H 0.714874 -2.781794 1.469989  0.000
H 2.093296 -2.756273 1.964310  0.000
O 1.195111 -2.765653 2.325278  0.001

Atoms 1-3, force components in eV/Å:
-0.652 -0.101 0.452
0.305 -0.391 0.052
0.889 -0.193 0.411

Entry 4:
Computed, not measured: 2 unconnected molecules or ions with the total composition C2H8, with ωB97M-V/def2-TZVPD.

Computed properties:
Energy relative to the best compared isomer or geometry (same formula, charge and spin)   0.3 kcal per mole

Last column: Mulliken charge in e.
CARTESIAN COORDINATES (ANGSTROEM)
C -2.747487 -0.335304 0.436446  -0.848
H -2.974430 -1.387639 0.259008  0.228
H -3.262222 -0.015964 1.331702  0.229
H -1.668324 -0.267024 0.587234  0.171
H -3.049575 0.246433 -0.436274  0.219
C 2.746371 0.348231 -0.415644  -0.906
H 2.044019 -0.466498 -0.232363  0.209
H 2.201239 1.208182 -0.797442  0.227
H 3.283162 0.621557 0.479734  0.232
H 3.427248 0.048025 -1.212399  0.237

Atoms 1-3, force components in eV/Å:
0.303 -0.436 -0.254
-0.093 0.072 -0.025
-0.128 0.187 0.109

no.,F_max (eV/Å)
1,2.6
2,0.5
3,2.0
4,0.7